# 1
Entry from OMol25: the molecule C6H15N in a non-equilibrium geometry (wB97M-V/def2-TZVPD).

As for the relative energy (zero: lowest compared OMol25 entry of this formula, charge and spin): 62.8 kJ/mol. For the HOMO energy, the calculation gives -8.915 eV. Its multiplicity is 1. Its SMILES is C[C@@H](N)C(C)(C)C. For the total energy, the calculation gives -7955.11572 eV.

Geometry (Å):
1 N 1.791 -0.358 1.075
2 C 0.861 -0.635 0.028
3 C -0.486 0.060 0.067
4 C -1.376 -0.345 -1.105
5 C 1.575 -0.201 -1.412
6 C -0.432 1.570 0.211
7 C -1.212 -0.561 1.436
8 H -0.682 -0.241 2.331
9 H -1.257 -1.647 1.399
10 H 1.990 0.629 1.176
11 H 2.638 -0.401 -1.304
12 H -2.408 -0.068 -0.899
13 H -1.336 -1.419 -1.276
14 H 1.499 0.848 -1.686
15 H -1.073 0.159 -2.020
16 H -1.269 2.002 0.760
17 H 0.715 -1.718 -0.016
18 H -0.453 2.111 -0.734
19 H 1.547 -0.791 1.954
20 H 0.416 2.009 0.734
21 H 1.178 -0.832 -2.201
22 H -2.227 -0.170 1.483

Löwdin population analysis, charges in e, atoms 1 to 2: 0.0350 -0.4053



# 2
Entry from OMol25: a cluster of 14 separate species, C37H96BF19N8O23S5 in total in a non-equilibrium geometry (wB97M-V/def2-TZVPD).

For the HOMO energy, the calculation gives -11.089 eV. As for the charge: +2. Its multiplicity is 1. For the total energy, the calculation gives -205407.30911 eV.

Geometry (Å):
1 S 0.249 6.310 1.152
2 S -6.050 1.674 1.464
3 S -2.794 -4.771 4.153
4 S 2.231 1.660 -5.380
5 S -2.270 -2.303 -4.305
6 F -0.149 -4.736 4.772
7 F 0.356 -2.136 -4.648
8 F -0.841 3.507 -3.163
9 F 0.601 6.110 3.746
10 F -2.906 2.530 -3.108
11 F -3.956 0.397 2.100
12 F -2.529 4.541 -4.156
13 F -3.677 1.844 0.391
14 F -0.131 -2.710 -2.582
15 F -1.505 -4.352 6.500
16 F -1.099 4.860 2.995
17 F -1.335 -6.390 5.711
18 F -0.307 -4.195 -4.301
19 F 1.651 -0.657 -6.624
20 F 1.729 1.062 -8.006
21 F -3.648 2.414 2.545
22 F -1.674 2.638 -4.997
23 F -0.040 0.847 -6.710
24 F 1.062 4.227 2.762
25 O -6.192 -3.514 1.051
26 O -0.244 5.334 0.184
27 O -4.026 -4.787 4.928
28 O -2.703 -5.954 3.208
29 O -2.542 -3.479 3.484
30 O 2.571 3.196 -0.237
31 O 1.620 6.692 0.875
32 O -3.174 -3.118 -3.436
33 O -6.400 0.572 0.552
34 O 3.663 1.414 -5.611
35 O -6.503 2.971 0.925
36 O 4.076 -1.067 2.023
37 O -2.294 -2.548 -5.716
38 O -0.118 -5.218 0.715
39 O 1.891 3.083 -5.605
40 O 4.118 -3.002 -1.513
41 O -2.377 -0.839 -4.003
42 O -6.580 1.555 2.844
43 O -0.618 7.448 1.233
44 O -5.634 5.964 -2.126
45 O -0.833 -0.806 0.285
46 O 1.738 1.176 -4.065
47 O 1.189 1.291 4.625
48 N -0.523 0.720 -2.254
49 N -6.702 -1.620 -1.074
50 N 6.338 -1.784 0.166
51 N 3.328 1.510 6.600
52 N -2.184 -7.245 0.686
53 N -2.796 5.931 -1.310
54 N 5.798 -3.339 -3.743
55 N 2.103 5.357 -1.912
56 C 0.805 1.623 5.933
57 C -0.827 -2.055 0.928
58 C -3.427 5.168 0.817
59 C 0.442 -0.428 -0.226
60 C -5.167 6.068 -0.807
61 C -6.171 4.710 -2.549
62 C -2.591 -5.560 -1.143
63 C -5.145 -2.590 0.692
64 C 0.179 5.286 2.811
65 C 3.293 2.571 0.891
66 C 0.053 0.770 3.920
67 C 3.029 -0.671 2.910
68 C 3.650 4.692 -3.673
69 C 2.769 4.178 -2.534
70 C 1.314 0.607 -6.818
71 C -6.005 -4.006 2.404
72 C -0.172 -6.122 -0.384
73 C 1.988 2.302 6.655
74 C 6.497 -1.759 1.706
75 C -4.178 1.625 1.631
76 C -1.661 -6.674 -0.571
77 C 5.390 -0.884 2.450
78 C -0.375 2.020 -0.052
79 C -1.277 -5.119 5.413
80 C -0.471 -2.860 -3.873
81 C -4.187 -1.298 -1.394
82 C 3.465 -2.919 -2.721
83 C 3.875 -2.694 -5.335
84 C 4.473 -2.567 -3.940
85 C 0.329 0.891 -0.898
86 C 0.991 -5.391 1.624
87 C -3.911 5.282 -0.589
88 C 2.361 3.688 6.164
89 C 7.913 -1.209 1.966
90 C 3.393 3.276 -1.403
91 C 3.350 -3.365 -0.340
92 C -5.290 -2.225 -0.797
93 B -2.030 3.303 -3.878
94 H 4.056 3.797 -4.143
95 H 0.121 0.380 -2.954
96 H -0.170 -2.760 0.418
97 H 0.236 0.412 2.906
98 H 1.401 4.204 6.125
99 H -1.630 -7.545 -1.226
100 H -0.040 2.311 5.982
101 H 1.922 3.664 -2.987
102 H 5.416 -1.223 3.486
103 H -2.810 5.955 -2.319
104 H 0.515 -6.966 -0.438
105 H 3.838 1.635 0.772
106 H 3.050 4.294 6.751
107 H 4.735 -1.538 -3.695
108 H 1.821 2.327 7.732
109 H -3.983 4.281 -1.015
110 H 3.116 0.526 6.683
111 H 4.374 3.659 -1.122
112 H 2.701 5.981 -1.390
113 H 2.970 -4.376 -0.488
114 H -0.240 3.000 -0.510
115 H 2.502 2.369 1.613
116 H -6.749 -0.834 -0.441
117 H -6.297 4.850 -3.623
118 H 2.537 -2.648 -0.224
119 H 5.493 0.196 2.341
120 H -6.664 -1.174 -1.979
121 H -6.166 -3.177 3.093
122 H -2.537 4.541 0.874
123 H 1.099 -0.215 0.617
124 H -5.920 5.808 -0.063
125 H -0.471 -1.970 1.955
126 H 1.541 5.015 -1.146
127 H -1.475 -7.888 1.009
128 H -2.447 -4.620 -0.612
129 H -4.983 -4.322 2.614
130 H 1.277 1.280 -1.270
131 H 2.883 -1.533 3.562
132 H 1.039 -1.137 -0.800
133 H 3.966 3.238 1.430
134 H 2.882 -2.246 -5.351
135 H 3.936 1.630 5.803
136 H 0.426 0.771 6.498
137 H 6.228 -2.943 -2.918
138 H -7.056 4.440 -1.973
139 H 3.857 -3.767 -5.524
140 H 4.637 -2.206 -5.944
141 H 0.177 -5.485 -1.197
142 H 5.390 -1.970 -0.131
143 H -4.132 -2.838 1.011
144 H -3.222 6.098 1.348
145 H -3.640 -5.836 -1.026
146 H -4.246 -0.249 -1.102
147 H -1.907 5.585 -0.978
148 H 4.480 5.354 -3.426
149 H -5.483 3.865 -2.555
150 H 1.287 -4.418 2.017
151 H 3.932 1.712 7.384
152 H -4.304 -1.114 -2.462
153 H 3.080 5.159 -4.476
154 H 6.861 -2.556 -0.223
155 H -0.836 1.616 -2.600
156 H -2.329 -6.516 1.370
157 H 6.528 -3.331 -4.441
158 H 2.083 -0.462 2.410
159 H 1.601 5.928 -2.578
160 H 6.618 -0.915 -0.266
161 H -5.150 -1.676 1.285
162 H -7.387 -2.331 -0.861
163 H 2.717 -2.135 -2.607
164 H -5.320 -3.126 -1.410
165 H 8.657 -1.912 1.591
166 H 3.945 -3.557 0.553
167 H -0.465 0.016 4.513
168 H 8.058 -1.306 3.042
169 H 3.524 2.288 -1.843
170 H -4.956 7.113 -0.578
171 H -1.461 1.927 -0.053
172 H 0.635 -6.045 2.420
173 H 6.441 -2.836 1.866
174 H 8.141 -0.228 1.551
175 H -1.822 -2.493 1.003
176 H -3.219 -1.788 -1.290
177 H -1.349 0.142 -2.196
178 H -3.069 -7.717 0.574
179 H -2.779 6.853 -0.899
180 H -0.717 1.534 3.815
181 H -6.690 -4.834 2.584
182 H 2.646 3.575 5.117
183 H 5.698 -4.314 -3.501
184 H -4.173 4.694 1.454
185 H -0.113 2.070 1.005
186 H -2.458 -5.408 -2.214
187 H 1.889 -5.814 1.174
188 H 2.944 -3.848 -2.951
189 H 3.332 0.128 3.586

Löwdin population analysis, charges in e, atoms 1 to 2: 0.4755 0.5384



# 3
Entry from OMol25: a structure of composition C22H46BrN3O9S in a non-equilibrium geometry (wB97M-V/def2-TZVPD).

For the HOMO energy, the calculation gives -9.110 eV. Its multiplicity is 1. For the total energy, the calculation gives -127330.79056 eV.

Geometry (Å):
1 Br -4.891 1.332 -2.254
2 S -2.224 -2.298 -3.823
3 O 5.479 -4.695 2.823
4 O 6.219 -0.074 -1.236
5 O -4.202 -0.841 2.608
6 O -3.691 4.425 -3.888
7 O -0.436 0.172 3.520
8 O 1.748 -0.429 -1.444
9 O 2.624 -2.455 1.277
10 O 2.483 -0.669 -3.409
11 O -2.098 3.536 -0.377
12 N 1.773 -1.167 -2.625
13 N -1.043 -2.045 -2.782
14 N -3.257 -1.126 -3.407
15 C 2.448 -2.193 3.682
16 C -1.392 -0.997 -2.022
17 C 5.588 -5.340 1.554
18 C -2.858 2.426 0.074
19 C 5.670 -6.848 1.698
20 C 4.639 1.772 -1.354
21 C -0.630 -0.425 -0.963
22 C -2.972 2.840 -5.591
23 C -2.000 5.720 -1.349
24 C -1.948 1.608 4.773
25 C -2.847 4.744 -0.537
26 C -1.181 0.657 -0.331
27 C -2.711 4.159 -4.889
28 C -3.189 0.654 -1.720
29 C 0.739 -0.924 -0.546
30 C 6.070 1.310 -1.550
31 C 2.268 -3.113 2.492
32 C -2.449 1.207 -0.717
33 C -1.810 0.438 3.815
34 C -2.666 -0.492 -2.399
35 C -3.796 -1.898 0.474
36 C -4.512 -1.981 1.806
37 H 3.547 -2.190 1.355
38 H -1.717 4.156 -4.427
39 H 2.882 -4.011 2.608
40 H -1.163 5.197 -1.806
41 H -2.998 1.819 4.984
42 H 0.781 -2.002 -0.427
43 H 0.003 -0.038 4.350
44 H 5.634 -0.567 -1.819
45 H -4.021 -2.763 -0.153
46 H 4.533 2.834 -1.582
47 H -4.072 -1.001 -0.074
48 H -0.644 1.148 0.467
49 H -2.296 0.657 2.871
50 H -2.717 -1.843 0.626
51 H 6.469 -4.958 1.029
52 H -4.501 -0.062 2.126
53 H -3.652 3.702 -3.253
54 H -1.441 1.397 5.718
55 H 6.748 1.854 -0.894
56 H -3.004 5.164 0.458
57 H -2.586 6.167 -2.143
58 H 1.226 -3.419 2.397
59 H 1.839 -1.299 3.556
60 H -2.269 -0.459 4.230
61 H 4.791 -7.228 2.219
62 H 3.489 -1.873 3.765
63 H 4.703 -5.058 0.984
64 H 4.323 1.601 -0.324
65 H 0.951 -0.486 0.420
66 H -2.567 2.250 1.115
67 H -3.961 2.843 -6.050
68 H 3.963 1.209 -1.999
69 H -1.580 6.481 -0.698
70 H -3.929 2.605 0.034
71 H -5.596 -2.034 1.666
72 H -2.226 2.653 -6.365
73 H -4.196 -2.864 2.359
74 H -2.947 2.011 -4.879
75 H -1.487 2.502 4.351
76 H 5.736 -7.333 0.723
77 H -2.755 4.987 -5.595
78 H 6.388 1.479 -2.585
79 H 6.259 -4.922 3.337
80 H -3.798 4.547 -1.032
81 H 6.546 -7.133 2.285
82 H 2.164 -2.690 4.612

Löwdin population analysis, charges in e, atoms 1 to 2: 0.8339 1.0304



# 4
Entry from OMol25: the molecule C2H4N4O in a non-equilibrium geometry (wB97M-V/def2-TZVPD).

As for the relative energy (zero: lowest compared OMol25 entry of this formula, charge and spin): 346.9 kJ/mol. For the HOMO energy, the calculation gives -9.902 eV. Its multiplicity is 1. Its SMILES is Cn1nnc(=O)[nH]1. For the total energy, the calculation gives -10143.53986 eV.

Geometry (Å):
1 O -0.336 0.334 2.922
2 N 1.090 -0.830 1.446
3 N 0.013 -0.418 -0.424
4 N -0.624 0.272 0.622
5 N 1.089 -0.990 0.158
6 C 0.009 0.065 1.760
7 C 0.103 0.283 -1.571
8 H -0.981 -0.031 -2.065
9 H -1.584 0.193 0.628
10 H 0.293 1.383 -1.395
11 H 0.928 -0.260 -2.080

Löwdin population analysis, charges in e, atoms 1 to 2: 0.0370 0.1254



# 5
Entry from OMol25: the ion C11H20N2P with charge +1 in a non-equilibrium geometry (wB97M-V/def2-TZVPD).

As for the relative energy (zero: lowest compared OMol25 entry of this formula, charge and spin): 147.4 kJ/mol. For the HOMO energy (alpha / beta), the calculation gives -11.904 / -11.894 eV. As for the charge: +1. Its multiplicity is 1. Its SMILES is CCCCN=[PH2]/C=C1\C=CC=[N+]1CC. For the total energy, the calculation gives -23989.85813 eV.

Geometry (Å):
1 P -0.667 0.814 -0.643
2 N -1.066 -0.663 -0.828
3 N 3.275 0.236 -0.128
4 C 2.047 0.832 -0.191
5 C -3.650 0.636 0.436
6 C 1.019 0.489 -1.079
7 C -5.074 0.303 -0.250
8 C -2.951 -0.552 0.921
9 C 3.337 2.068 1.228
10 C 2.051 1.937 0.722
11 C 3.736 -0.956 -0.867
12 C 3.335 -2.202 -0.093
13 C -2.247 -1.295 -0.159
14 C 4.022 0.981 0.678
15 H -2.270 -0.291 1.678
16 H 3.777 -2.275 0.913
17 H -5.677 -0.393 0.400
18 H 3.598 -3.081 -0.670
19 H 3.141 -0.973 -1.773
20 H -1.228 1.610 -1.751
21 H -1.848 -2.258 0.158
22 H -3.509 -1.365 1.441
23 H 4.774 -0.975 -1.174
24 H 2.263 -2.154 0.097
25 H 5.018 0.817 0.793
26 H 1.326 2.689 0.783
27 H 1.060 -0.291 -1.756
28 H -3.024 -1.475 -0.950
29 H -5.579 1.213 -0.481
30 H -3.263 1.305 -0.280
31 H -4.889 -0.270 -1.163
32 H -0.707 1.548 0.548
33 H -3.981 1.236 1.432
34 H 3.849 2.754 2.009

Löwdin population analysis, charges in e, atoms 1 to 2: 0.7661 -0.2286



# 6
Entry from OMol25: a cluster of 2 separate species, C7H14NOS in total in a non-equilibrium geometry (wB97M-V/def2-TZVPD).

As for the relative energy (zero: lowest compared OMol25 entry of this formula, charge and spin): 412.2 kJ/mol. For the HOMO energy, the calculation gives -12.399 eV. As for the charge: +1. Its multiplicity is 1. For the total energy, the calculation gives -21846.97615 eV.

Geometry (Å):
1 S 0.478 0.889 0.246
2 O -1.209 -1.091 1.285
3 N 0.370 -1.704 -0.225
4 C 1.333 -1.249 -1.140
5 C 0.926 -2.077 1.097
6 C -1.907 3.513 -1.288
7 C 1.875 0.125 -0.683
8 C -0.781 -0.749 0.056
9 C -0.285 -1.910 1.974
10 C -2.178 2.958 -0.119
11 H 1.379 -3.165 1.167
12 H 2.227 -1.923 -1.167
13 H -0.266 -1.401 2.865
14 H 2.629 0.250 0.050
15 H -0.313 1.474 -0.662
16 H -0.696 -2.958 2.041
17 H 1.724 -1.331 1.361
18 H -0.065 -2.566 -0.471
19 H -1.118 3.468 -1.992
20 H 0.860 -1.223 -2.091
21 H 2.193 0.728 -1.567
22 H -2.982 3.398 0.410
23 H -2.484 4.446 -1.512
24 H -1.710 2.098 0.364

Löwdin population analysis, charges in e, atoms 1 to 2: 1.0499 -0.1117



# 7
Entry from OMol25: a structure of composition C3H7NS in a non-equilibrium geometry (wB97M-V/def2-TZVPD).

As for the relative energy (zero: lowest compared OMol25 entry of this formula, charge and spin): 282.7 kJ/mol. For the HOMO energy, the calculation gives -7.805 eV. Its multiplicity is 1. For the total energy, the calculation gives -15546.71485 eV.

Geometry (Å):
1 S -2.240 -0.495 -0.201
2 N -1.082 -0.876 1.044
3 C 0.225 -0.313 -0.289
4 C -0.878 0.415 -0.926
5 C 1.252 0.496 0.525
6 H 0.785 -1.109 -0.839
7 H 1.997 0.890 -0.221
8 H -0.828 0.407 -1.943
9 H 0.976 1.379 1.090
10 H 1.692 -0.237 1.277
11 H -1.007 -1.975 1.074
12 H -0.890 1.419 -0.592

Löwdin population analysis, charges in e, atoms 1 to 2: 0.7333 -0.3548



# 8
Entry from OMol25: a structure of composition C6H13AgO3 in a non-equilibrium geometry (wB97M-V/def2-TZVPD).

As for the relative energy (zero: lowest compared OMol25 entry of this formula, charge and spin): 0.0 kJ/mol. For the HOMO energy, the calculation gives -7.155 eV. Its multiplicity is 1. For the total energy, the calculation gives -16570.83265 eV.

Geometry (Å):
1 Ag 0.190 1.256 -0.395
2 O 2.105 2.268 -0.646
3 O -2.071 0.599 -0.267
4 O 0.090 -1.090 -0.061
5 C -2.238 -0.732 0.181
6 C 1.186 -1.809 -0.438
7 C -3.051 1.491 0.230
8 C 2.371 -1.636 0.152
9 C -1.182 -1.598 -0.453
10 C 3.158 2.017 0.197
11 H 2.490 -0.983 1.021
12 H -3.232 -1.113 -0.107
13 H -2.154 -0.772 1.280
14 H 2.898 1.880 1.278
15 H 1.044 -2.449 -1.314
16 H 3.714 1.085 -0.070
17 H 3.932 2.823 0.201
18 H 3.224 -2.220 -0.193
19 H -4.058 1.168 -0.074
20 H -1.301 -2.636 -0.108
21 H -2.843 2.480 -0.195
22 H -3.004 1.548 1.330
23 H -1.266 -1.575 -1.550

Löwdin population analysis, charges in e, atoms 1 to 2: 0.7916 -0.4840



# 9
Entry from OMol25: a cluster of 5 separate species, C27H33BClO2S in total in a non-equilibrium geometry (wB97M-V/def2-TZVPD).

For the HOMO energy, the calculation gives -10.745 eV. As for the charge: +1. Its multiplicity is 1. For the total energy, the calculation gives -56655.22175 eV.

Geometry (Å):
1 Cl -5.914 -1.258 0.913
2 S -5.903 -1.919 -1.066
3 O -4.354 -3.615 -2.811
4 O -3.051 -2.823 -0.786
5 C 5.166 1.465 1.763
6 C 1.411 1.963 1.120
7 C 6.249 1.908 1.003
8 C 0.999 4.260 0.495
9 C -1.544 -4.305 -4.335
10 C 6.698 -0.364 0.317
11 C 0.869 -4.301 -4.444
12 C -1.991 2.574 5.746
13 C -0.173 3.068 4.233
14 C -0.308 -4.115 -3.719
15 C 0.160 3.243 6.620
16 C 4.850 0.107 1.800
17 C -5.882 -0.349 -2.107
18 C 1.879 3.260 0.909
19 C -0.348 3.961 0.288
20 C -1.418 -1.078 -1.865
21 C 5.613 -0.806 1.073
22 C 0.809 -4.668 -5.789
23 C 0.066 1.664 0.910
24 C -1.496 2.685 4.446
25 C -1.163 2.856 6.833
26 C 7.018 0.994 0.284
27 C -0.428 -4.854 -6.406
28 C -0.814 2.663 0.490
29 C -2.494 -1.468 -0.646
30 C -1.605 -4.678 -5.678
31 C 0.657 3.345 5.321
32 B -4.326 -2.828 -1.529
33 H -0.298 0.653 1.072
34 H 7.294 -1.076 -0.247
35 H -4.883 0.281 -1.955
36 H -0.261 -3.823 -2.673
37 H -3.021 2.270 5.912
38 H 2.929 3.492 1.068
39 H 0.804 3.465 7.467
40 H -1.861 2.429 0.323
41 H -5.937 -0.664 -3.233
42 H -5.338 -3.667 -3.047
43 H -1.034 4.741 -0.032
44 H 1.726 -4.808 -6.355
45 H 7.864 1.338 -0.303
46 H -1.549 2.773 7.845
47 H -0.475 -5.139 -7.454
48 H -3.327 -0.615 -0.702
49 H -6.768 0.366 -1.767
50 H 2.096 1.185 1.448
51 H 6.495 2.967 0.973
52 H -0.405 -1.652 -1.650
53 H 1.833 -4.160 -3.962
54 H -2.004 -1.365 0.424
55 H -2.143 2.471 3.599
56 H -2.461 -4.164 -3.769
57 H 1.362 5.271 0.334
58 H 0.213 3.152 3.221
59 H 4.569 2.178 2.325
60 H -1.852 -1.299 -2.939
61 H 5.362 -1.864 1.097
62 H -2.568 -4.828 -6.158
63 H -1.294 0.106 -1.795
64 H 4.009 -0.239 2.395
65 H 1.689 3.640 5.155

Löwdin population analysis, charges in e, atoms 1 to 2: 0.3780 0.7841